Entry 1:
The following is a DFT calculation (ωB97M-V with the def2-TZVPD basis set) of a structure of composition C21H20N2OPdS6.

Calculated values
E: -95620.521 eV
orbital gap: 4.099 eV
charge: -2

XYZ file:
```
51
C21H20N2OPdS6, DFT ωB97M-V with the def2-TZVPD basis set
Pd 1.621 -1.017 -0.376
S 3.845 3.038 -1.092
C 4.790 1.628 -1.321
C 4.052 0.498 -1.162
C 2.645 0.680 -0.843
C 2.409 2.039 -0.774
C 1.167 2.761 -0.525
C 1.173 4.112 -0.112
C -0.016 4.787 0.056
C -1.214 4.122 -0.181
C -1.133 2.792 -0.562
N 0.004 2.126 -0.727
H 5.840 1.707 -1.568
H 4.486 -0.487 -1.271
H 2.112 4.612 0.087
H -0.008 5.824 0.377
H -2.176 4.606 -0.070
H -2.030 2.210 -0.752
O -1.925 0.118 0.035
C -2.242 0.401 1.369
C -2.482 -0.863 2.193
C -1.238 -1.752 2.311
C -0.089 -1.060 2.980
C 0.136 -1.162 4.353
C 1.169 -0.441 4.927
C 1.953 0.364 4.118
C 1.670 0.398 2.759
N 0.683 -0.293 2.200
H -0.957 0.129 -0.097
H -3.161 1.001 1.376
H -1.465 1.007 1.841
H -3.278 -1.441 1.715
H -2.841 -0.568 3.188
H -0.898 -2.020 1.313
H -1.484 -2.673 2.846
H -0.500 -1.803 4.954
H 1.359 -0.507 5.993
H 2.773 0.946 4.521
H 2.268 0.979 2.060
C -0.178 -5.163 2.619
S -0.047 -6.237 1.168
C -0.791 -5.229 -0.044
C -0.278 -4.043 -0.514
S 1.199 -3.301 -0.118
S -1.358 -3.234 -1.649
C -2.655 -4.366 -1.658
S -4.035 -4.211 -2.593
S -2.362 -5.699 -0.638
H 0.339 -5.659 3.442
H -1.222 -5.001 2.888
H 0.310 -4.212 2.400
```



Entry 2:
The following is a DFT calculation (ωB97M-V with the def2-TZVPD basis set) of a structure of composition C21H20N3O11S.

Calculated values
E: -59921.767 eV
orbital gap: 4.965 eV
charge: -1

XYZ file:
```
56
C21H20N3O11S, DFT ωB97M-V with the def2-TZVPD basis set
C 0.677 1.968 -2.826
O 0.369 0.987 -1.810
C 1.153 1.066 -0.699
C 1.207 2.334 0.084
O 1.530 2.318 1.264
O 0.755 3.411 -0.570
C 0.472 4.558 0.257
C 2.524 0.572 -1.062
O 3.498 1.295 -0.987
O 2.439 -0.647 -1.647
C 3.470 -0.952 -2.613
H -0.219 2.583 -2.909
H 1.557 2.580 -2.585
H 0.827 1.384 -3.738
H 0.045 5.298 -0.420
H -0.251 4.298 1.043
H 1.402 4.920 0.718
H 3.000 -1.554 -3.386
H 3.874 -0.023 -3.038
H 4.247 -1.532 -2.118
C -4.561 -4.379 -1.231
C -4.053 -3.011 -0.875
C -4.875 -2.061 -0.255
C -4.384 -0.793 0.060
C -3.044 -0.491 -0.220
S -2.336 0.939 0.545
O -1.523 1.728 -0.326
O -3.240 1.531 1.487
N -1.104 0.106 1.476
C -1.423 -0.513 2.697
C -2.658 -0.794 3.224
C -2.680 -1.493 4.430
N -3.941 -2.009 4.866
O -4.007 -2.639 5.944
O -4.949 -1.828 4.140
C -1.465 -1.822 5.103
C -0.224 -1.541 4.524
C -0.204 -0.933 3.272
C 0.816 -0.662 2.264
N 2.181 -0.955 2.398
O 2.665 -1.182 3.529
O 2.869 -0.971 1.348
C 0.189 -0.092 1.185
C -2.234 -1.397 -0.915
C -2.736 -2.663 -1.189
H -3.705 -5.016 -1.470
H -5.127 -4.839 -0.414
H -5.214 -4.345 -2.112
H -5.906 -2.309 0.016
H -5.011 -0.064 0.570
H -3.575 -0.529 2.714
H -1.548 -2.338 6.056
H 0.697 -1.774 5.052
H 0.626 0.209 0.153
H -1.226 -1.119 -1.210
H -2.098 -3.421 -1.644
```



Entry 3:
The following is a DFT calculation (ωB97M-V with the def2-TZVPD basis set) of an isolated molecule of C21H20O5.

Calculated values
E: -32338.465 eV
SMILES: CCOc1ccc2c(=O)c(-c3ccc4c(c3)OCCCO4)c(C)oc2c1
orbital gap: 8.678 eV

XYZ file:
```
46
C21H20O5, DFT ωB97M-V with the def2-TZVPD basis set
C 7.713 1.048 -0.407
C 7.297 0.144 0.750
O 6.227 -0.718 0.408
C 4.962 -0.243 0.341
C 4.560 1.055 0.686
C 3.235 1.409 0.593
C 2.265 0.505 0.159
C 0.853 0.894 0.061
O 0.458 2.017 0.330
C -0.028 -0.198 -0.378
C -1.471 0.096 -0.454
C -1.927 1.196 -1.174
C -3.274 1.478 -1.209
C -4.215 0.695 -0.541
C -3.762 -0.405 0.199
C -2.397 -0.675 0.230
O -4.537 -1.336 0.855
C -5.617 -0.903 1.649
C -6.778 -0.315 0.852
C -6.433 1.071 0.314
O -5.523 1.060 -0.761
C 0.479 -1.413 -0.694
C -0.318 -2.571 -1.206
O 1.792 -1.723 -0.615
C 2.672 -0.789 -0.182
C 4.007 -1.157 -0.092
H 7.984 0.443 -1.268
H 8.570 1.647 -0.112
H 6.901 1.711 -0.695
H 7.051 0.733 1.641
H 8.116 -0.535 1.002
H 5.274 1.785 1.031
H 2.907 2.404 0.855
H -1.228 1.825 -1.700
H -3.647 2.318 -1.774
H -2.079 -1.523 0.818
H -5.270 -0.168 2.392
H -5.940 -1.806 2.173
H -7.016 -0.978 0.017
H -7.651 -0.237 1.501
H -7.326 1.547 -0.098
H -6.045 1.697 1.132
H 0.254 -3.083 -1.977
H -1.269 -2.236 -1.608
H -0.506 -3.283 -0.404
H 4.310 -2.157 -0.356
```



Entry 4:
The following is a DFT calculation (ωB97M-V with the def2-TZVPD basis set) of a structure of composition C21H21AuN5S.

Calculated values
E: -44092.213 eV
orbital gap: 7.372 eV
charge: +1

XYZ file:
```
49
C21H21AuN5S, DFT ωB97M-V with the def2-TZVPD basis set
Au -0.002 0.142 0.036
C 3.064 -1.277 -0.161
C 3.294 0.197 -0.124
C 4.585 0.715 -0.028
C 4.763 2.086 -0.058
C 3.649 2.903 -0.152
C 2.383 2.322 -0.162
N 2.234 0.994 -0.173
C 1.161 3.149 -0.134
C 1.201 4.544 -0.031
C 0.007 5.240 0.029
C -1.190 4.548 -0.031
C -1.154 3.153 -0.134
N 0.002 2.504 -0.170
C -2.380 2.330 -0.162
C -3.644 2.917 -0.152
C -4.760 2.102 -0.059
C -4.587 0.731 -0.030
C -3.298 0.207 -0.127
C -3.073 -1.266 -0.165
N -2.236 1.002 -0.175
H 4.003 -1.817 -0.238
H 2.428 -1.546 -1.001
H 2.550 -1.592 0.745
H 5.428 0.049 0.058
H 5.753 2.515 -0.011
H 3.773 3.971 -0.207
H 2.129 5.088 0.015
H 0.008 6.316 0.128
H -2.117 5.096 0.012
H -3.764 3.985 -0.205
H -5.749 2.535 -0.012
H -5.433 0.068 0.053
H -4.013 -1.804 -0.245
H -2.562 -1.584 0.742
H -2.436 -1.536 -1.003
C -0.048 -5.081 2.020
N -0.010 -4.701 0.635
C 0.014 -5.547 -0.444
C 0.045 -4.793 -1.566
N 0.039 -3.478 -1.159
C 0.005 -3.423 0.194
S -0.015 -2.089 1.220
H -0.049 -6.164 2.096
H -0.945 -4.680 2.492
H 0.819 -4.677 2.543
H 0.007 -6.612 -0.332
H 0.068 -5.071 -2.601
H 0.055 -2.675 -1.767
```



Entry 5:
The following is a DFT calculation (ωB97M-V with the def2-TZVPD basis set) of a structure of composition C21H21BaClN2O3.

Calculated values
E: -44456.165 eV
orbital gap: 6.751 eV

XYZ file:
```
49
C21H21BaClN2O3, DFT ωB97M-V with the def2-TZVPD basis set
Ba 0.696 0.151 2.024
C 3.183 -1.228 -1.034
N 2.603 -0.038 -0.410
C 1.475 0.517 -1.188
C 3.589 1.064 -0.142
C 3.061 2.375 0.253
C 3.435 3.516 -0.464
C 3.008 4.807 -0.101
C 2.002 4.948 0.896
C 1.580 3.770 1.528
C 2.116 2.466 1.263
H 3.749 -0.955 -1.925
H 2.391 -1.961 -1.288
H 3.888 -1.693 -0.376
H 1.714 0.702 -2.243
H 1.027 1.426 -0.709
H 0.653 -0.160 -1.286
H 4.266 1.200 -1.021
H 4.291 0.698 0.629
H 4.257 3.369 -1.193
H 3.216 5.696 -0.618
H 1.587 5.926 1.182
H 0.757 3.800 2.272
O -3.586 -2.095 0.685
C -4.168 -0.880 0.475
C -5.433 -0.698 -0.137
C -5.907 0.567 -0.432
C -5.096 1.710 -0.242
C -3.859 1.557 0.325
C -3.422 0.289 0.666
C -2.126 0.302 1.293
O -1.204 0.856 0.585
O -1.982 -0.055 2.474
H -4.287 -2.710 0.636
H -6.025 -1.529 -0.381
H -6.914 0.780 -0.743
H -5.490 2.734 -0.494
H -3.127 2.340 0.459
Cl 2.398 -6.147 -0.429
C 1.240 -4.793 -0.240
C 0.012 -4.791 -0.837
C -0.837 -3.728 -0.551
C -0.421 -2.766 0.328
N 0.752 -2.745 0.895
C 1.561 -3.758 0.644
H -0.355 -5.608 -1.467
H -1.716 -3.574 -1.181
H -1.098 -1.932 0.564
H 2.548 -3.722 1.058
```



> Among the records above, which one has the lowest orbital gap?

C21H20N2OPdS6



> Which formula does entry 2 have?

C21H20N3O11S